Record 1
Molecular formula: C21H15BF2N6O3Se2W
Method: DFT, the ωB97M-V functional and the def2-TZVPD basis

CARTESIAN COORDINATES (ANGSTROEM)
W1 -0.9956 -0.5011 0.2777
Se1 -4.0481 3.1090 -1.0877
Se2 -2.0727 -5.2780 0.2937
F1 -2.9386 -0.1141 1.0448
F2 -3.8230 -0.2917 -1.1915
O1 -0.6503 -0.4289 -1.7232
O2 -0.7406 -0.1708 4.8792
O3 -0.5245 -0.2026 2.1407
N1 -1.4010 -2.4427 0.2825
N2 -0.6485 1.7112 0.1906
N3 -2.8557 4.4006 -0.7766
N4 1.5530 -0.9003 -1.3460
N5 -2.8355 1.8133 -0.5675
N6 1.0975 -0.8033 -0.0344
C1 -1.7175 3.8507 -0.3239
C2 2.1884 -1.1180 -5.5143
C3 0.5608 -0.7177 -2.1505
C4 2.0216 -1.0360 -4.1431
C5 0.7548 -0.8061 -3.6103
C6 -0.5438 4.5244 0.0362
C7 0.4677 2.3935 0.5317
C8 1.9987 -0.9570 0.8726
C9 0.4191 -0.5180 4.2663
C10 1.7822 -0.8860 2.2989
C11 -1.6792 -3.5948 0.2857
C12 -0.3400 -0.6617 -4.4568
C13 1.0944 -0.9745 -6.3592
C14 -1.9266 -0.8589 4.4713
C15 2.7511 -1.1100 4.4996
C16 0.5431 3.7709 0.4668
C17 1.5166 -0.7987 5.0609
C18 0.5449 -0.5393 2.8690
C19 -1.6956 2.4282 -0.2130
C20 2.8789 -1.1580 3.1301
C21 -0.1676 -0.7481 -5.8298
B1 -2.8868 0.3270 -0.4439
H1 1.4649 4.2558 0.7543
H2 -1.3181 -0.4862 -4.0311
H3 3.1725 -1.2956 -5.9276
H4 -0.5000 5.6027 -0.0266
H5 -1.0204 -0.6389 -6.4867
H6 -1.6994 -1.8933 4.2054
H7 1.2274 -1.0407 -7.4314
H8 3.8278 -1.4128 2.6745
H9 -2.5897 -0.8468 5.3330
H10 -2.4013 -0.3611 3.6280
H11 2.8629 -1.1491 -3.4735
H12 3.0060 -1.1591 0.5197
H13 1.3826 -0.7611 6.1341
H14 1.3057 1.7967 0.8637
H15 3.5975 -1.3228 5.1377

The LUMO energy (alpha / beta) comes out at -1.2646 / -1.5334 eV. Its spin multiplicity is 3. For the total energy, the calculation gives -6458.20095 a.u. As for the expectation value of S²: 2.05.

Atom charges from the Mulliken analysis, given in e for atoms 1 to 8: W 2.1251; Se 0.2258; Se -0.0783; F -0.4607; F -0.2854; O -0.7530; O -0.5273; O -0.8365

=====

Record 2
Molecular formula: C21H15Br2N4NiO
Method: DFT, the ωB97M-V functional and the def2-TZVPD basis

CARTESIAN COORDINATES (ANGSTROEM)
Br1 0.4058 -0.3737 4.6942
Br2 -2.8381 4.1698 3.7184
Ni1 0.0741 -0.6185 -0.5769
O1 1.3192 0.4260 1.9624
N1 1.9806 -0.7819 -0.7269
N2 -2.6621 -7.2767 -0.4774
N3 -0.6595 1.0862 -0.1065
N4 -1.0126 -2.1823 -0.3952
C1 -0.4062 0.8216 3.5033
C2 -1.6998 2.4335 1.5915
C3 -1.0856 -2.9074 -1.5318
C4 2.8437 0.5923 -2.6557
C5 -2.5727 2.9382 0.6336
C6 4.0102 2.7020 -2.2044
C7 -2.0431 -4.7750 -0.3168
C8 -1.5537 -2.6874 0.7431
C9 2.5908 0.3960 -1.2892
C10 -0.7334 1.4529 1.2037
C11 -1.8824 2.6957 3.0409
C12 3.6840 1.6735 -3.0747
C13 -2.4520 -6.1201 -0.4065
C14 -1.5666 -4.2093 -1.5345
C15 2.9619 1.4179 -0.3961
C16 3.6639 2.5375 -0.8344
C17 -2.3271 2.6648 -0.7490
C18 -1.3859 1.7197 -1.0771
C19 -2.1037 -3.9620 0.8363
C20 0.1701 0.8119 2.1826
C21 -1.4126 1.6847 3.8871
H1 2.3495 -0.0517 -3.3302
H2 -1.6393 -4.7886 -2.4307
H3 3.9441 3.2667 -0.0990
H4 2.2427 -1.6121 -1.2112
H5 -1.6086 -1.9596 1.5944
H6 -2.5391 -4.3304 1.7357
H7 2.7578 1.2842 0.6541
H8 4.2039 1.7044 -4.0642
H9 2.2903 -0.7995 0.2645
H10 -1.1227 1.4506 -2.1213
H11 -1.7879 1.7305 4.9382
H12 -3.4073 3.6101 0.8748
H13 -2.9934 3.0435 -1.5133
H14 4.6396 3.6194 -2.4753
H15 -0.6368 -2.4972 -2.4606

As for the net charge: +1. The LUMO energy (alpha / beta) comes out at -3.7508 / -5.3467 eV. Its spin multiplicity is 3. For the total energy, the calculation gives -7759.56118 a.u. Its energy relative to the best compared isomer or geometry (same formula, charge and spin) is 40.0 kcal per mole. As for the expectation value of S²: 2.05.

Atom charges from the Mulliken analysis, given in e for atoms 1 to 8: Br -0.0243; Br -0.0834; Ni -0.2525; O -0.5489; N -0.3913; N -0.3948; N 0.4330; N -0.0942

=====

Record 3
Molecular formula: C21H15Br4N5O3S2SeTa
Method: DFT, the ωB97M-V functional and the def2-TZVPD basis

CARTESIAN COORDINATES (ANGSTROEM)
Ta1 -0.3020 -0.1789 0.7697
Br1 -1.1098 4.8028 0.4500
Br2 4.6214 4.6976 0.0854
Br3 1.8074 6.4371 0.1465
Br4 4.4681 1.3477 0.2353
Se1 -2.4341 -1.6549 -1.5629
S1 -0.0897 0.4071 3.1841
S2 0.0613 -1.2912 5.5268
O1 -0.5917 1.7703 0.5809
O2 1.4942 0.4739 0.4440
O3 -1.9045 -0.9883 1.2673
N1 -3.3663 -0.9780 -2.8923
N2 -1.5392 -0.0977 -1.2600
N3 0.7513 -1.9288 1.7670
N4 0.6782 -2.2062 3.1383
N5 0.7635 -1.6179 -0.8465
C1 -3.0186 0.2831 -3.0374
C2 2.5418 -3.2125 -1.0657
C3 -2.1221 2.9123 -3.2192
C4 0.9188 -1.3089 -2.1360
C5 -3.5924 1.1520 -4.0319
C6 0.5717 -2.9806 5.8597
C7 -2.9420 -1.4929 2.0905
C8 1.4722 -2.7444 1.1127
C9 2.9363 2.4305 0.2916
C10 0.5428 3.9152 0.3772
C11 -3.1524 2.4214 -4.1042
C12 2.9661 3.8285 0.2215
C13 1.8604 -1.9235 -2.9463
C14 0.5335 2.5385 0.4580
C15 2.6775 -2.8971 -2.4097
C16 1.7112 1.8115 0.3922
C17 -1.5496 2.1436 -2.2683
C18 -1.9999 0.7881 -2.1332
C19 1.7757 4.5650 0.2564
C20 1.5942 -2.5399 -0.3255
C21 0.2840 -1.1777 3.8114
H1 -1.8002 3.9408 -3.3251
H2 -3.8567 -1.5622 1.5041
H3 -3.5697 3.0956 -4.8401
H4 -4.3540 0.7626 -4.6931
H5 1.6303 -3.1119 5.6515
H6 -0.0141 -3.6854 5.2759
H7 0.3806 -3.1304 6.9208
H8 -2.6625 -2.4761 2.4654
H9 0.2736 -0.5435 -2.5340
H10 1.9948 -3.5420 1.6296
H11 1.9355 -1.6327 -3.9842
H12 3.4191 -3.3957 -3.0192
H13 -0.7882 2.5314 -1.6138
H14 -3.0795 -0.8068 2.9250
H15 3.1734 -3.9504 -0.5901

As for the net charge: +1. The LUMO energy comes out at -4.2812 eV. For the total energy, the calculation gives -14859.54798 a.u. Its energy relative to the best compared isomer or geometry (same formula, charge and spin) is 3.5 kcal per mole.

Atom charges from the Mulliken analysis, given in e for atoms 1 to 8: Ta 2.0246; Br -0.0541; Br -0.1432; Br -0.1286; Br -0.1079; Se 0.3114; S -0.4367; S 0.0546

=====

Record 4
Molecular formula: C21H15BrGaIN3O6
Method: DFT, the ωB97M-V functional and the def2-TZVPD basis

CARTESIAN COORDINATES (ANGSTROEM)
I1 0.0921 2.1717 -1.7632
Br1 1.4992 -1.6695 -1.6248
Ga1 0.2218 -0.5773 0.0096
O1 1.7734 -0.3740 1.1440
O2 0.3535 3.6539 4.3863
O3 -3.1186 -4.4892 4.6201
O4 -3.5591 -1.3948 -0.7339
O5 -3.6508 -5.6024 2.7102
O6 -1.4786 -0.5826 -0.8688
N1 -0.6817 -1.9257 1.2115
N2 -0.5072 1.1244 1.1256
N3 3.3755 0.1058 4.2699
C1 2.5215 0.9746 4.8655
C2 1.3746 1.4314 4.2796
C3 3.1067 -0.3249 3.0638
C4 1.0625 0.9784 2.9740
C5 -2.2472 -3.7435 2.6004
C6 0.4953 2.3884 5.0367
C7 -2.4117 -1.3437 -0.3573
C8 -3.9859 2.4274 0.8303
C9 -1.6787 1.7768 0.6246
C10 -0.1143 1.4762 2.2944
C11 1.9359 0.0942 2.3401
C12 -3.9522 2.9779 -0.4399
C13 -1.9457 -2.1669 0.8294
C14 -2.7450 -3.0748 1.4827
C15 -3.1005 -4.7227 3.3952
C16 -1.6572 2.3301 -0.6506
C17 -0.9341 -3.4773 2.9846
C18 -0.1759 -2.5837 2.2634
C19 -2.7811 2.9286 -1.1873
C20 -2.8519 1.8273 1.3602
C21 4.0383 -1.2876 2.3967
H1 0.8996 2.5142 6.0433
H2 -4.9023 2.4386 1.4053
H3 -2.8852 1.3528 2.3340
H4 2.7903 1.3013 5.8638
H5 1.2366 4.0161 4.2536
H6 -0.5266 -3.9587 3.8627
H7 0.8511 -2.3599 2.5194
H8 4.7954 -1.6066 3.1092
H9 4.5167 -0.8236 1.5312
H10 3.4946 -2.1500 2.0079
H11 -0.5167 1.9974 5.1431
H12 -2.7500 3.3381 -2.1874
H13 -4.8405 3.4271 -0.8646
H14 -3.7473 -3.2561 1.1224
H15 -0.6893 2.2442 2.8081

As for the net charge: -1. The LUMO energy comes out at 1.3124 eV. For the total energy, the calculation gives -6221.72714 a.u. Its energy relative to the best compared isomer or geometry (same formula, charge and spin) is 0.0 kcal per mole.

Atom charges from the Mulliken analysis, given in e for atoms 1 to 8: I 0.1077; Br -0.5228; Ga 0.6905; O -0.7045; O -0.5321; O -0.7092; O -0.7033; O -0.6973

=====

Record 5
Molecular formula: C21H15BrHfN2O
Method: DFT, the ωB97M-V functional and the def2-TZVPD basis

CARTESIAN COORDINATES (ANGSTROEM)
Hf1 1.2780 -0.4306 0.1061
Br1 0.2679 6.5696 -2.0739
O1 1.7255 0.7808 -1.3369
N1 -0.6947 0.4557 -0.1281
N2 -0.1467 -2.1413 -0.2260
C1 -1.4706 -1.8022 -0.0438
C2 -1.8025 -0.4314 0.0828
C3 0.7073 4.7685 -1.8218
C4 0.1302 2.5419 -1.0824
C5 -0.7730 -4.4500 -0.3558
C6 1.3821 0.0788 2.4993
C7 -0.2130 3.8918 -1.2984
C8 1.7048 -1.2991 2.4194
C9 3.3877 -0.1152 1.4007
C10 2.3257 2.9742 -2.0266
C11 2.9301 -1.4219 1.7242
C12 -0.8858 1.6565 -0.6065
C13 1.9756 4.3042 -2.1860
C14 0.1721 -3.4245 -0.3737
C15 -4.0931 -1.0517 0.4724
C16 -3.0876 -0.0647 0.3674
C17 -2.4725 -2.7832 0.0396
C18 1.4137 2.0975 -1.4687
C19 -2.0888 -4.1298 -0.1366
C20 2.4382 0.8090 1.8804
C21 -3.8041 -2.3735 0.2958
H1 -1.9112 2.0095 -0.6959
H2 -1.2043 4.2387 -1.0349
H3 -4.5829 -3.1219 0.3601
H4 2.6893 4.9952 -2.6149
H5 3.4610 -2.3435 1.5300
H6 0.5328 0.5050 3.0124
H7 3.2934 2.6120 -2.3440
H8 2.5105 1.8855 1.8150
H9 -5.1053 -0.7413 0.6905
H10 -2.8416 -4.9075 -0.0950
H11 -0.4532 -5.4719 -0.4964
H12 4.3124 0.1286 0.8984
H13 -3.3578 0.9723 0.5174
H14 1.1276 -2.1096 2.8391
H15 1.2230 -3.6606 -0.5049

As for the net charge: +2. The LUMO energy comes out at -7.7410 eV. For the total energy, the calculation gives -3615.59663 a.u.

Atom charges from the Mulliken analysis, given in e for atoms 1 to 8: Hf 1.3343; Br -0.1007; O -1.0501; N -0.0535; N -0.2717; C 0.6800; C 0.3968; C -0.3880

=====

Question: What is the formula in the fifth record?
Answer: C21H15BrHfN2O